C9H19BrCl5NTa as an isolated structure at a distorted geometry, computed with wB97M-V/def2-TZVPD.

Output
- total charge = -1
- M (g/mol) = 579.4
- frontier orbital gap (eV) = 6.938
- spin multiplicity = 1
- E_LUMO (eV) = 1.905

Geometry (Å):
C -3.92223 0.46162 -1.77206
C -2.55381 0.07218 -2.32256
C -1.95920 -1.12822 -1.57052
Cl -0.85874 -2.04495 -2.67004
Ta -0.94369 -0.58768 0.43759
C -0.63294 -2.74097 1.17185
C -1.24613 -3.78925 0.33926
N -2.47468 -4.12236 0.28504
C 1.17026 -0.35574 -0.41397
C 1.93425 0.83324 0.22073
C 3.16766 0.48929 1.04143
Br 3.03616 -1.11981 2.11792
H -4.48824 -0.42167 -1.48475
H -4.50576 0.99719 -2.51691
H -3.83430 1.08914 -0.88983
H -1.89241 0.93085 -2.25688
H -2.65213 -0.18924 -3.37712
H -2.77542 -1.81369 -1.35757
H -2.65497 -0.57281 1.15792
H -1.15515 1.23142 0.07934
H -0.34229 -0.00600 2.09073
H 0.44538 -2.87438 1.25029
H -1.04848 -2.77707 2.17929
H -0.57119 -4.34293 -0.31070
H -3.00903 -3.52322 0.91831
H 1.75584 -1.27129 -0.37823
H 1.01879 -0.13995 -1.47373
H 1.26169 1.43502 0.82230
H 2.29185 1.48081 -0.58207
H 3.37545 1.27501 1.75930
H 4.04209 0.39416 0.40882
C 3.99754 4.62540 1.42005
Cl 4.03885 6.39125 1.30063
Cl 4.76927 3.92573 -0.00735
Cl 4.88031 4.11811 2.86529
Cl 2.33542 4.07079 1.51822



C16H31N2RhS as an isolated structure at a distorted geometry, computed with wB97M-V/def2-TZVPD.

Output
- total charge = +2
- M (g/mol) = 386.4
- frontier orbital gap (alpha / beta) (eV) = 7.464 / 5.982
- spin multiplicity = 5
- E_LUMO (alpha / beta) (eV) = -6.312 / -10.566

Geometry (Å):
C 1.09628 2.21243 -0.23569
H 1.37244 2.69696 0.70739
H 1.90857 2.46743 -0.93977
H 1.12809 1.13781 -0.08463
C -0.25538 2.71036 -0.69533
H -0.77689 1.95513 -1.32827
H -0.91163 2.82237 0.18802
C 0.01711 4.00283 -1.46409
H -0.88385 4.54978 -1.76780
H 0.64904 4.59222 -0.79721
H 0.61856 3.73287 -2.33822
C -0.92776 -2.22279 -1.20231
C -1.33827 -1.16899 -2.11872
C -0.15119 -0.46311 -2.52001
C 0.97753 -1.06099 -1.88101
C 0.50801 -2.15065 -1.07341
C 1.38049 -2.98365 -0.17056
C 2.41833 -0.69059 -2.15869
C -0.06214 0.62139 -3.56204
C -2.74022 -0.76444 -2.45412
C -1.85089 -3.08917 -0.40070
Rh -0.38395 -0.43318 -0.48784
H 3.07253 -0.92996 -1.31797
H 2.81002 -1.22271 -3.03472
H 2.54355 0.37741 -2.36398
H 2.35190 -2.50168 0.00448
H 0.91460 -3.10083 0.81417
H 1.56749 -3.98802 -0.57674
H -2.78654 -2.55408 -0.20142
H -2.07555 -4.01609 -0.94126
H -1.40178 -3.33865 0.56832
H -2.76056 0.24297 -2.88407
H -3.17430 -1.45927 -3.17889
H -3.35438 -0.75522 -1.54794
H 0.77637 1.30849 -3.37313
H 0.08751 0.20653 -4.57270
H -0.97944 1.21954 -3.59363
C 0.90258 1.59602 3.99540
N -0.38316 1.30541 3.34819
C -0.68948 0.10012 2.80238
S -1.85587 0.05329 1.53837
N -0.17404 -1.04638 3.28418
C 0.07941 -1.25892 4.71377
H 1.50327 0.69364 4.04858
H 0.74695 2.02915 4.99131
H 1.42241 2.33770 3.37953
H -0.87691 2.08077 2.92487
H -0.46469 -1.87177 2.75672
H -0.58072 -2.05566 5.07023
H 1.10883 -1.58997 4.87042
H -0.12226 -0.33584 5.26051



C37H43AsBrN5ORe as an isolated structure, computed with wB97M-V/def2-TZVPD.

Output
- relative energy (zero: lowest compared OMol25 entry of this formula, charge and spin) (kJ/mol) = 0.00
- total charge = 0
- M (g/mol) = 914.8
- frontier orbital gap (alpha / beta) (eV) = 6.125 / 6.601
- spin multiplicity = 2
- E_LUMO (alpha / beta) (eV) = -0.245 / -0.448

Geometry (Å):
Re -0.14688 -0.21950 0.39236
Br 0.05448 3.33447 -5.95728
C 1.01326 4.17836 -4.56098
C 2.09984 3.53031 -3.99362
C 2.78358 4.13017 -2.94929
C 2.37371 5.37362 -2.47737
C 1.33132 6.04256 -3.10261
C 0.62937 5.43762 -4.13376
N 3.05305 6.09508 -1.42882
N 3.32374 5.57285 -0.33846
C 2.89472 4.23647 -0.02198
C 3.86276 3.33551 0.34768
C 3.57824 1.98187 0.57152
C 2.27475 1.52361 0.47005
O 1.90822 0.28172 0.60869
C 1.25068 2.48228 0.19852
N -0.01369 1.96891 0.17187
C -1.01327 2.78410 -0.10199
C -0.82607 4.15756 -0.32363
C 0.43062 4.68982 -0.28650
C 1.53389 3.83765 -0.04466
H 2.40570 2.56047 -4.36075
H 3.62813 3.62578 -2.50314
H 1.06581 7.03614 -2.76401
H -0.20063 5.94378 -4.60659
H 4.88690 3.68506 0.40793
H 4.36758 1.28046 0.80573
H -1.99873 2.34062 -0.12512
H -1.69050 4.77816 -0.51525
H 0.58522 5.74954 -0.43341
C -1.01057 2.54484 3.42438
C 0.23965 1.70026 3.64692
As 0.05912 -0.10720 2.92460
C -1.38487 -0.85157 4.01886
C -1.48721 -0.36138 5.45970
C 1.70613 -0.95147 3.54647
C 1.84566 -1.20504 5.04069
H -0.86663 3.56104 3.79519
H -1.88098 2.12905 3.93288
H -1.25576 2.60815 2.36593
H 0.49208 1.63432 4.70709
H 1.09893 2.14232 3.13707
H -1.23792 -1.93096 3.98981
H -2.30772 -0.65169 3.47016
H -0.58218 -0.56885 6.02692
H -2.31216 -0.86863 5.96350
H -1.67765 0.70887 5.52433
H 2.49655 -0.29908 3.17116
H 1.78308 -1.88228 2.98587
H 1.75037 -0.28943 5.62727
H 2.82748 -1.63012 5.25700
H 1.10046 -1.91789 5.39569
C -3.26036 -1.95401 -1.11256
C -3.02679 -0.45720 -0.88614
C -3.00114 0.27823 -2.22832
C -4.11702 0.11206 0.02382
N -1.74164 -0.30915 -0.26077
H -4.18614 -2.11137 -1.66982
H -3.33677 -2.47707 -0.15789
H -2.42958 -2.38216 -1.67545
H -3.96255 0.17982 -2.73612
H -2.21963 -0.13751 -2.86536
H -2.79181 1.33954 -2.08052
H -5.10272 -0.08345 -0.40263
H -4.01070 1.19216 0.14211
H -4.06735 -0.35069 1.01060
C 0.21311 -5.17352 3.13655
C -0.88330 -4.36632 2.87538
C -0.80995 -3.37178 1.90662
C 0.36590 -3.16048 1.19411
C 1.46371 -3.98578 1.45547
C 1.38776 -4.97917 2.41661
N 0.46688 -2.13071 0.23256
C 0.76242 -2.56022 -1.07744
C 1.42428 -1.69924 -1.96207
C 1.63280 -2.06170 -3.28383
C 1.21494 -3.29819 -3.75526
C 0.58528 -4.17071 -2.87785
C 0.35893 -3.81236 -1.55810
H 0.15443 -5.95075 3.88733
H -1.80900 -4.51816 3.41810
H -1.66243 -2.73852 1.68944
H 2.37715 -3.82513 0.89491
H 2.25152 -5.60227 2.61295
H 1.79935 -0.75317 -1.59112
H 2.14614 -1.37510 -3.94637
H 1.38594 -3.58149 -4.78539
H 0.25629 -5.14260 -3.22532
H -0.14681 -4.50149 -0.89350



A 2-piece molecular cluster, C25H43N7O4PS overall at a distorted geometry, computed with wB97M-V/def2-TZVPD.

Output
- total charge = +1
- M (g/mol) = 568.7
- frontier orbital gap (eV) = 5.798
- spin multiplicity = 1
- E_LUMO (eV) = -4.866

Geometry (Å):
C 4.63109 -0.85590 0.54432
C 3.94496 0.53497 0.44747
S 3.56135 0.85881 -1.30748
C 1.79482 1.27606 -1.47279
C 0.80817 0.11281 -1.18860
C 0.71524 -0.89621 -2.33250
N 1.96659 -1.54015 -2.68664
C 1.67485 -2.59943 -3.65015
C -0.61362 0.76597 -1.07035
C -1.10770 1.64619 -2.23577
C -2.10386 0.90500 -3.17832
N -3.48153 1.41040 -3.12290
N -0.58713 1.38598 0.27575
C -1.84235 1.14657 1.11353
C -2.67904 2.43263 1.17818
C -4.20378 2.20084 1.33160
N -4.58455 0.78243 1.29668
C -6.06132 0.61243 1.21946
C -6.29682 -0.69806 0.48806
C -6.05397 -1.85331 1.19078
C -6.19910 -3.08350 0.59858
C -6.58558 -3.11251 -0.71971
C -6.85270 -1.98413 -1.43278
C -6.70057 -0.75544 -0.82364
O -6.91327 0.43404 -1.48377
C 0.39539 0.71910 0.94261
N 0.86204 1.07815 2.16030
N 0.91703 -0.35032 0.21272
P 0.41885 -1.92530 0.61463
O 1.19881 -2.97610 -0.01025
O 0.61000 -1.94460 2.19710
O -1.14142 -2.17405 0.35961
H 5.46921 -0.78551 1.24791
H 4.98611 -1.14172 -0.44762
H 3.92987 -1.62955 0.87058
H 4.62316 1.29262 0.84600
H 3.07030 0.52566 1.09548
H 1.54484 2.18531 -0.91428
H 1.66241 1.53164 -2.52432
H -0.08235 -1.65016 -2.17733
H 0.41768 -0.31534 -3.21614
H 2.43787 -1.90217 -1.86625
H 1.04429 -3.37613 -3.18662
H 2.57817 -3.01533 -4.09426
H 1.07873 -2.18884 -4.47405
H -1.26953 -0.11433 -1.15423
H -1.68150 2.46345 -1.78895
H -0.31216 2.06705 -2.85107
H -1.77756 1.02077 -4.21483
H -2.13919 -0.17541 -2.98454
H -3.65691 2.05167 -3.88257
H -3.69636 1.83414 -2.23080
H -2.34568 0.30950 0.63280
H -1.59370 0.86064 2.13641
H -2.47194 3.11787 0.35525
H -2.34613 2.97231 2.07129
H -4.70540 2.70698 0.48802
H -4.59723 2.68125 2.22995
H -4.27282 0.44442 0.38712
H -6.44135 0.49580 2.23641
H -6.53594 1.43730 0.67885
H -5.72931 -1.78247 2.22460
H -5.98068 -3.97605 1.17045
H -6.67845 -4.07947 -1.20653
H -7.14909 -2.02107 -2.47629
H -7.67850 0.32409 -2.06077
H 1.46981 1.88418 2.19565
H 0.57352 0.62339 3.01230
H 0.89599 -2.83036 2.46568
H -1.65516 -1.69244 1.02999
N 7.85544 -0.03254 2.08736
C 7.99962 -0.05126 3.41314
C 9.01133 0.61263 4.08857
C 9.93026 1.33618 3.34656
C 9.80004 1.36780 1.96817
C 8.74943 0.67120 1.39180
H 7.26026 -0.63267 3.95406
H 9.07707 0.56291 5.16675
H 10.73650 1.86784 3.83568
H 10.49655 1.91999 1.35255
H 8.60761 0.67086 0.31636



An isolated ion of composition C5H15N2S and charge +1 at a distorted geometry, computed with wB97M-V/def2-TZVPD.

Output
- SMILES string = CN(C)C[C@@H]([NH3+])CS
- relative energy (zero: lowest compared OMol25 entry of this formula, charge and spin) (kJ/mol) = 116.10
- total charge = +1
- M (g/mol) = 135.3
- frontier orbital gap (eV) = 9.867
- spin multiplicity = 1
- E_LUMO (eV) = -3.120

Geometry (Å):
C 1.16994 2.72063 -1.53565
N 0.74180 1.33245 -1.33099
C 1.07145 0.46285 -2.45321
C 1.10642 0.83557 0.01162
C -0.08338 0.10681 0.73608
N -1.33219 0.38382 -0.09777
C 0.11016 -1.31651 1.07242
S -1.36828 -2.15569 1.86894
H 0.85722 3.14493 -2.48543
H 2.22983 2.80260 -1.28288
H 0.65761 3.40017 -0.84059
H 2.07227 0.65128 -2.86441
H 0.35836 0.62247 -3.26319
H 1.09313 -0.57944 -2.13048
H 1.87680 0.07972 -0.15139
H 1.38062 1.70927 0.59011
H -0.17227 0.65300 1.67916
H -1.00656 0.95967 -0.91156
H -1.64623 -0.49177 -0.52740
H -2.07252 0.81557 0.45601
H 0.37137 -2.02083 0.28576
H 0.87059 -1.40601 1.85014
H -0.84603 -3.38032 1.68224



A 2-piece molecular cluster, CH4O4 overall at a distorted geometry, computed with wB97M-V/def2-TZVPD.

Output
- SMILES string = COO.O=O
- relative energy (zero: lowest compared OMol25 entry of this formula, charge and spin) (kJ/mol) = 791.49
- total charge = 0
- M (g/mol) = 80.0
- frontier orbital gap (alpha / beta) (eV) = 7.289 / 7.225
- spin multiplicity = 1
- E_LUMO (alpha / beta) (eV) = -2.325 / -2.387

Geometry (Å):
C -1.66669 -0.33104 -0.00009
O -0.61504 0.62883 -0.00120
O 0.53572 -0.27379 -0.00005
H -2.58073 0.23909 -0.00046
H -1.58608 -0.95393 0.87747
H -1.58638 -0.95560 -0.87656
H 1.23914 0.41207 -0.00016
O 2.78632 1.14540 0.00062
O 3.47376 0.08898 0.00044



An isolated molecule of C18H24O4 at a distorted geometry, computed with wB97M-V/def2-TZVPD.

Output
- SMILES string = C#CC[C@@H](O)/C=C/C=C/C#C[C@@H](O)CCCC(=O)OC(C)C
- relative energy (zero: lowest compared OMol25 entry of this formula, charge and spin) (kJ/mol) = 568.86
- total charge = 0
- M (g/mol) = 304.4
- frontier orbital gap (eV) = 8.659
- spin multiplicity = 1
- E_LUMO (eV) = 0.386

Geometry (Å):
C 4.42075 -5.43175 -4.68041
C 3.43878 -5.06236 -5.29110
C 2.28694 -4.66237 -6.09558
C 2.21445 -3.16232 -6.38360
O 1.35769 -2.92721 -7.49010
C 1.57741 -2.43799 -5.26235
C 2.39535 -1.61211 -4.53529
C 1.83590 -0.96508 -3.39633
C 2.61894 -0.35070 -2.51763
C 2.01841 0.21001 -1.35239
C 1.49337 0.78632 -0.41936
C 0.81545 1.42547 0.67406
O 1.33131 2.74913 0.74676
C -0.69545 1.33923 0.43558
C -1.49428 2.11867 1.53757
C -1.67511 1.23608 2.82020
C -2.33870 1.98752 3.97159
O -2.78349 3.12479 3.80336
O -2.39663 1.28699 5.12945
C -2.99724 1.85407 6.32718
C -2.12782 2.99897 6.84537
C -4.46136 2.23268 6.10572
H 5.31803 -5.80949 -4.16497
H 2.35534 -5.22830 -7.02783
H 1.43302 -4.96894 -5.55336
H 3.19542 -2.76691 -6.61342
H 1.63633 -3.33637 -8.31774
H 0.54631 -2.58537 -4.99330
H 3.42973 -1.45436 -4.82112
H 0.76660 -1.00243 -3.19634
H 3.73039 -0.28568 -2.55574
H 1.05168 0.90575 1.62011
H 1.25533 3.17619 -0.12525
H -0.97633 0.28754 0.47524
H -1.02012 1.69222 -0.56515
H -2.48008 2.42275 1.15078
H -0.95140 3.02755 1.79697
H -0.67957 0.91969 3.16939
H -2.26062 0.33798 2.53307
H -2.94556 1.07798 7.13818
H -1.12030 2.66115 6.91698
H -2.46345 3.33191 7.85230
H -2.12335 3.86055 6.17114
H -4.95324 1.45792 5.49883
H -5.00696 2.34203 7.05191
H -4.57188 3.19859 5.58663



An isolated molecule of C3H5NO2 at a distorted geometry, computed with wB97M-V/def2-TZVPD.

Output
- SMILES string = [H]/N=C(\C)C(=O)O
- relative energy (zero: lowest compared OMol25 entry of this formula, charge and spin) (kJ/mol) = 308.88
- total charge = 0
- M (g/mol) = 87.1
- frontier orbital gap (eV) = 10.098
- spin multiplicity = 1
- E_LUMO (eV) = 0.749

Geometry (Å):
H 1.41867 0.36986 1.18226
N 0.55289 0.22502 0.70205
C -0.14978 0.92103 -0.04795
C 0.02994 1.91837 -1.09825
C -1.85253 0.08189 -0.01437
O -1.73039 -1.05827 0.32209
O -3.24839 0.55266 -0.16156
H -0.96715 2.28878 -1.28849
H 0.35339 1.28917 -2.00237
H 0.88627 2.69654 -0.95518
H -3.74154 -0.24778 0.22824



What is the spin multiplicity in the fourth record?
1



Which value of spin multiplicity does entry 8 give?
1